[1]
A 2-piece molecular cluster, C4H5NO overall. Source: the OMol25 dataset; level of theory: the ωB97M-V functional and the def2-TZVPD basis.

Element x y z (Å)
O 1.67290 -0.62137 -0.57023
N -0.95184 -1.23924 0.26486
C 0.56481 1.36854 0.56590
C 1.86584 1.69481 0.51628
C 1.45596 0.43967 -0.03082
C -1.90617 -1.30208 -0.56140
H -1.91550 -1.91356 -1.47236
H 2.59241 2.44383 0.81254
H -2.79449 -0.69761 -0.36549
H -0.43838 1.60818 0.89386
H -0.14555 -1.78117 -0.05312

Forces on atoms 1 to 2 (eV/Å):
O 0.2 0.4 0.1
N -0.3 -0.1 -0.3

* E: -285.2859 Ha
* energy relative to the best compared isomer or geometry (same formula, charge and spin): 80.7 kcal/mol
* frontier orbital gap: 0.373 Eh
* structure (SMILES): O=c1cc1.C=N

Charge distribution, natural (NBO) scheme, values in e: atom 1 (O): -0.603, atom 2 (N): -0.609, atom 3 (C): -0.173, atom 4 (C): -0.204, atom 5 (C): 0.513, atom 6 (C): -0.053, atom 7 (H): 0.148, atom 8 (H): 0.228, atom 9 (H): 0.150, atom 10 (H): 0.240, atom 11 (H): 0.362

[2]
A single C4H5NO molecule at a distorted geometry. Source: the OMol25 dataset; level of theory: the ωB97M-V functional and the def2-TZVPD basis.

Element x y z (Å)
O 1.61237 0.51725 -0.44331
N 0.69988 -2.30724 1.31013
C 0.16033 -1.30623 1.07751
C -0.47050 -0.05176 0.79477
C 0.33929 0.90678 -0.05165
C -0.75701 0.30362 -0.81210
H -1.53999 -0.14234 0.54700
H 0.30699 1.96571 0.17357
H 1.84358 -0.35211 -0.08722
H -1.63868 0.93293 -0.97393
H -0.55625 -0.46662 -1.53477

Forces on atoms 1 to 2 (eV/Å):
O 0.3 0.0 0.4
N -0.4 1.0 -0.1

* E: -285.2922 Ha
* energy relative to the best compared isomer or geometry (same formula, charge and spin): 76.8 kcal/mol
* frontier orbital gap: 0.377 Eh
* structure (SMILES): N#C[C@@H]1C[C@@H]1O

Charge distribution, natural (NBO) scheme, values in e: atom 1 (O): -0.687, atom 2 (N): -0.332, atom 3 (C): 0.241, atom 4 (C): -0.471, atom 5 (C): 0.113, atom 6 (C): -0.346, atom 7 (H): 0.327, atom 8 (H): 0.200, atom 9 (H): 0.491, atom 10 (H): 0.224, atom 11 (H): 0.240

[3]
A single C4H5NO molecule. Source: the OMol25 dataset; level of theory: the ωB97M-V functional and the def2-TZVPD basis.

Element x y z (Å)
O 2.11960 0.28020 -0.33997
N -0.08367 1.01210 0.07808
C -1.15734 -0.94900 -0.15503
C -1.27593 0.44471 -0.01659
C 0.88698 -0.08973 0.18037
C 0.18722 -1.34082 -0.23396
H -2.17718 1.05312 0.01565
H 2.46381 -0.49741 -0.79831
H -2.02137 -1.60288 -0.22365
H 0.95022 -0.30258 1.27223
H 0.10766 1.99229 0.22118

Forces on atoms 1 to 2 (eV/Å):
O 0.1 -0.2 -0.2
N -0.2 -0.1 0.0

* E: -285.2980 Ha
* energy relative to the best compared isomer or geometry (same formula, charge and spin): 73.1 kcal/mol
* frontier orbital gap: 0.306 Eh

Charge distribution, natural (NBO) scheme, values in e: atom 1 (O): -0.705, atom 2 (N): -0.530, atom 3 (C): -0.457, atom 4 (C): 0.148, atom 5 (C): 0.108, atom 6 (C): -0.116, atom 7 (H): 0.212, atom 8 (H): 0.495, atom 9 (H): 0.219, atom 10 (H): 0.207, atom 11 (H): 0.419

[4]
A single C4H5NO molecule at a distorted geometry. Source: the OMol25 dataset; level of theory: the ωB97M-V functional and the def2-TZVPD basis.

Element x y z (Å)
O 0.87657 -1.76853 -0.30646
N -1.73201 -0.23701 -2.03118
C -0.95193 0.20277 0.43400
C 0.55146 0.49284 0.41529
C -1.42181 -0.06197 -0.93070
C 1.32088 -0.65046 -0.21207
H -1.16788 -0.66886 1.05708
H 0.92883 0.62178 1.43875
H 2.33367 -0.40909 -0.58853
H -1.50823 1.05265 0.83955
H 0.77046 1.42589 -0.11575

Forces on atoms 1 to 2 (eV/Å):
O 0.2 0.5 0.1
N 0.2 0.2 1.1

* E: -285.3902 Ha
* energy relative to the best compared isomer or geometry (same formula, charge and spin): 15.3 kcal/mol
* frontier orbital gap: 0.407 Eh
* structure (SMILES): N#CCCC=O

Charge distribution, natural (NBO) scheme, values in e: atom 1 (O): -0.505, atom 2 (N): -0.318, atom 3 (C): -0.509, atom 4 (C): -0.501, atom 5 (C): 0.283, atom 6 (C): 0.439, atom 7 (H): 0.263, atom 8 (H): 0.244, atom 9 (H): 0.119, atom 10 (H): 0.253, atom 11 (H): 0.232